Entry 1:
A 2-piece molecular cluster, C29H51Cl2F6IN3O6P2 overall in a non-equilibrium geometry. Source: the OMol25 dataset; level of theory: ωB97M-V with the def2-TZVPD basis set.

Total charge: +1
2S+1: 1
Frontier orbital gap, eV: 8.7
LUMO level, eV: -2.610
E, eV: -115676.70349

Cartesian coordinates (Å):
C  -0.0319  -5.0079  2.6046
C  0.0932  -4.7181  1.0975
C  -1.1947  -4.1990  0.4571
C  -1.6656  -2.8390  0.9822
N  -0.7801  -1.8177  0.4446
N  -0.9598  -0.4321  0.8097
P  -0.6678  -0.4811  2.7108
O  -0.1846  0.9888  3.1519
O  0.7569  -1.2512  2.6326
C  -2.3947  -0.0270  0.6344
P  -3.3934  0.3458  2.2039
C  -4.9643  1.0213  1.5077
C  -3.9734  -1.2715  2.8425
C  -2.4163  1.2296  -0.2533
C  -2.9534  1.1710  -1.6882
O  -2.7372  2.0880  -2.4224
C  -4.0441  0.1960  -2.3069
F  -3.8769  0.2260  -3.6337
F  -5.2099  0.8320  -2.0110
C  -4.2623  -1.2928  -1.9387
F  -3.0865  -1.9586  -1.8419
F  -4.8860  -1.3282  -0.7301
C  -5.1781  -2.0943  -2.9348
F  -5.6808  -3.1070  -2.1848
F  -6.2034  -1.3365  -3.3421
C  -4.4200  -2.7076  -4.1412
O  -4.0314  -2.0375  -5.0415
O  -4.3065  -4.0491  -4.0721
C  -0.9804  1.7591  0.0361
C  -0.5890  3.2108  -0.3442
Cl  -2.0448  4.2125  -0.6056
C  0.1665  3.8436  0.8518
C  -0.7051  4.2981  2.0268
Cl  1.0445  5.2720  0.2357
C  -0.0566  0.5156  -0.0964
C  1.3383  0.5628  0.5524
C  2.5625  1.0283  -0.2603
C  3.0196  2.4655  -0.0751
I  4.2068  -0.2711  0.4046
C  0.0333  -0.0339  -1.5532
C  0.2944  1.0707  -2.5901
C  1.0834  -1.1570  -1.7643
C  0.6695  -2.3715  -2.6158
C  -0.3160  -2.1334  -3.7697
H  0.7726  -4.5385  3.1687
H  0.0215  -6.0789  2.7938
H  -0.9772  -4.6700  3.0306
H  0.9069  -4.0003  0.9510
H  0.3928  -5.6330  0.5897
H  -1.1515  -4.1951  -0.6314
H  -1.9973  -4.8943  0.7246
H  -2.6938  -2.7232  0.6496
H  -1.6975  -2.9241  2.0717
H  0.1889  -2.0867  0.5319
H  0.7793  1.0914  3.1776
H  0.9499  -1.6832  3.4758
H  -2.9795  -0.7822  0.1441
H  -5.2418  1.9005  2.0846
H  -5.7643  0.2888  1.6225
H  -4.9218  1.2651  0.4500
H  -4.9236  -1.0984  3.3437
H  -4.1249  -1.9870  2.0354
H  -3.2473  -1.6468  3.5590
H  -3.0265  2.0011  0.2181
H  -3.3762  -4.3054  -4.0061
H  -1.0843  1.8779  1.1243
H  0.0424  3.3284  -1.2138
H  0.8802  3.1307  1.2476
H  -1.0301  5.3267  1.9133
H  -1.5459  3.6280  2.2078
H  -0.0860  4.2668  2.9259
H  1.3503  1.1319  1.4767
H  1.5535  -0.4559  0.8532
H  2.5160  0.8071  -1.3150
H  2.5378  3.1043  -0.8178
H  4.0884  2.5424  -0.2691
H  2.8731  2.8386  0.9347
H  -0.9503  -0.4554  -1.7746
H  1.0407  1.7991  -2.2799
H  -0.5917  1.6120  -2.8999
H  0.6904  0.5993  -3.4900
H  1.9467  -0.7134  -2.2625
H  1.5025  -1.5350  -0.8325
H  1.5952  -2.7515  -3.0499
H  0.3181  -3.1620  -1.9544
H  -0.7539  -1.1399  -3.8086
H  -1.1040  -2.8807  -3.7426
H  0.1776  -2.2890  -4.7294
C  8.0824  1.9134  0.5835
C  7.2237  3.0371  1.1132
O  6.0361  3.1285  0.8294
N  7.8136  3.9511  1.9183
C  9.1967  4.0049  2.3573
H  7.4632  1.2754  -0.0395
H  8.9045  2.3033  -0.0169
H  8.4920  1.3196  1.4013
H  7.1878  4.6750  2.2344
H  9.2501  3.9574  3.4455
H  9.6610  4.9353  2.0291
H  9.7593  3.1741  1.9467

***

Entry 2:
C2H6N4O2S2 as an isolated structure in a non-equilibrium geometry. Source: the OMol25 dataset; level of theory: ωB97M-V with the def2-TZVPD basis set.

Total charge: 0
Energy above the lowest of the compared OMol25 structures with the same formula, charge and spin, kcal/mol: 95.3
2S+1: 1
Frontier orbital gap, eV: 8.6
LUMO level, eV: -0.650
E, eV: -33890.18450

Cartesian coordinates (Å):
C  -0.3057  0.4706  -1.3441
C  0.4087  1.7841  -0.8995
N  0.9954  -0.6981  -0.7395
N  1.5774  -0.2366  0.1792
N  2.2296  -0.9557  1.0982
N  -2.2050  -1.4064  -0.1314
O  -0.4234  -0.3569  1.3661
O  -2.2009  1.0968  0.4792
S  1.6038  1.5606  0.4207
S  -1.2246  0.0565  0.2060
H  0.7647  2.2299  -1.8103
H  -0.3114  2.3005  -0.4467
H  2.0647  -1.9207  1.0142
H  1.9049  -0.7457  2.0161
H  -3.0781  -1.1733  -0.5986
H  -1.8002  -2.0055  -0.8098

***

Entry 3:
One molecule with the formula C4H4N2 in a non-equilibrium geometry. Source: the OMol25 dataset; level of theory: ωB97M-V with the def2-TZVPD basis set.

Total charge: 0
Energy above the lowest of the compared OMol25 structures with the same formula, charge and spin, kcal/mol: 114.5
2S+1: 1
Frontier orbital gap, eV: 9.6
LUMO level, eV: 0.702
E, eV: -7187.72463
SMILES string: c1cc2n(c1)N2

Cartesian coordinates (Å):
C  -1.2626  -0.0308  -0.0659
C  -0.3882  -1.2116  0.0621
C  0.8055  -0.6751  0.2526
N  0.8194  0.6973  0.3111
C  -0.5664  1.1426  -0.0446
N  1.8477  -0.0250  -0.4333
H  -2.3382  0.1875  -0.0013
H  -0.5501  -2.2441  -0.1013
H  -0.9769  2.1619  -0.1598
H  2.6097  -0.0026  0.1804

***

Entry 4:
An isolated ion of composition C4H10N2O and charge +1 in a non-equilibrium geometry. Source: the OMol25 dataset; level of theory: ωB97M-V with the def2-TZVPD basis set.

Total charge: +1
Energy above the lowest of the compared OMol25 structures with the same formula, charge and spin, kcal/mol: 6.9
2S+1: 2
Frontier orbital gap (spin up / spin down), eV: 10.5 / 5.4
LUMO level (spin up / spin down), eV: -3.378 / -8.430
E, eV: -9329.62847

Cartesian coordinates (Å):
C  -1.0537  -0.4591  -1.1290
C  0.4371  0.0999  -1.0171
C  1.0405  -0.1689  0.3567
C  0.2692  0.5789  1.4560
N  0.3371  1.9448  1.3735
O  -0.3923  0.0134  2.2954
N  -1.1403  -1.7979  -0.7529
H  -1.7069  0.1728  -0.5347
H  -1.3543  -0.3344  -2.1736
H  0.3437  1.1735  -1.1607
H  1.0266  -0.3737  -1.7988
H  2.0650  0.2026  0.3609
H  0.9888  -1.2134  0.6559
H  -0.0077  2.3894  2.2037
H  1.1434  2.4534  1.0253
H  -1.3971  -2.2132  0.1407
H  -0.5990  -2.4681  -1.3015

***

Entry 5:
A 2-piece molecular cluster, C2H3IS2 overall in a non-equilibrium geometry. Source: the OMol25 dataset; level of theory: ωB97M-V with the def2-TZVPD basis set.

Total charge: 0
Energy above the lowest of the compared OMol25 structures with the same formula, charge and spin, kcal/mol: 39.8
2S+1: 3
Frontier orbital gap (spin up / spin down), eV: 6.5 / 6.3
LUMO level (spin up / spin down), eV: 0.324 / -2.213
E, eV: -31888.24100

Cartesian coordinates (Å):
C  -0.5114  -0.4335  -0.7045
C  0.5087  0.6880  0.7741
S  0.5164  -1.5581  -1.5621
S  -0.7636  -1.9542  0.0040
I  -0.8100  2.2622  1.0685
H  -1.2045  0.1243  -1.2327
H  1.4269  0.9141  0.0830
H  0.8375  -0.0428  1.5698

***

Entry 6:
One molecule with the formula C15H17NO2S. Source: the OMol25 dataset; level of theory: ωB97M-V with the def2-TZVPD basis set.

Total charge: 0
Energy above the lowest of the compared OMol25 structures with the same formula, charge and spin, kcal/mol: 10.8
2S+1: 1
Frontier orbital gap, eV: 8.4
LUMO level, eV: 0.202
E, eV: -32251.09239
SMILES string: CC(=O)C1=C(C)NC(C)=C(C(C)=O)C1c1cccs1

Cartesian coordinates (Å):
C  2.3536  0.9632  2.8265
C  1.9854  0.7698  1.3727
O  2.8306  0.9587  0.5135
C  0.6169  0.4162  0.9950
C  -0.4262  0.0717  1.7915
C  -0.4044  -0.2151  3.2606
N  -1.6757  -0.0360  1.2327
C  -2.0062  0.4555  -0.0073
C  -3.4647  0.6146  -0.2624
C  -1.0196  0.7705  -0.8845
C  -1.3153  1.3298  -2.2018
C  -0.1463  1.4887  -3.1465
O  -2.4406  1.6487  -2.5464
C  0.3980  0.4063  -0.5149
C  0.7467  -0.9626  -1.0271
C  1.9504  -1.4103  -1.4724
C  1.9364  -2.7774  -1.8322
C  0.7213  -3.3510  -1.6535
S  -0.4356  -2.2353  -1.0382
H  1.6250  1.5779  3.3450
H  2.4340  0.0014  3.3273
H  3.3274  1.4467  2.8632
H  -1.2931  -0.7783  3.5417
H  0.4666  -0.8010  3.5344
H  -0.3956  0.7071  3.8404
H  -2.4363  -0.3178  1.8341
H  -4.0548  0.1581  0.5306
H  -3.7287  0.1686  -1.2186
H  -3.7175  1.6711  -0.3382
H  0.5464  2.2362  -2.7646
H  -0.5179  1.8139  -4.1149
H  0.3879  0.5479  -3.2556
H  1.1172  1.1081  -0.9458
H  2.8195  -0.7801  -1.5275
H  2.7942  -3.3040  -2.2111
H  0.4208  -4.3618  -1.8457